Here is one molecule with the formula C13H21NO3S in a non-equilibrium geometry from the OMol25 dataset. Energies are from ωB97M-V/def2-TZVPD.

```
! wB97M-V def2-TZVPD RIJCOSX def2/J DEFGRID3
* xyz 0 1
C 4.1245 -0.4706 -2.2204
C 3.1502 -1.5220 -1.7007
C 2.1609 -0.9709 -0.6747
C 1.1775 0.0373 -1.2759
O 0.1155 0.3435 -0.3938
C 0.4042 1.2941 0.6149
C -0.1204 2.6861 0.2469
C -1.6451 2.7868 0.2952
N -2.3258 1.8418 -0.5650
S -3.4128 0.7812 0.1091
O -4.1326 0.1991 -0.9845
O -4.1298 1.5040 1.1194
C -2.4660 -0.5191 0.9041
C -2.2160 -0.4503 2.2596
C -1.4605 -1.4460 2.8590
C -0.9696 -2.4925 2.0945
C -1.2408 -2.5573 0.7365
C -1.9937 -1.5631 0.1354
H 4.6520 0.0022 -1.3947
H 3.6058 0.2990 -2.7859
H 4.8601 -0.9319 -2.8750
H 3.7186 -2.3277 -1.2311
H 2.5979 -1.9517 -2.5389
H 1.5729 -1.7907 -0.2561
H 2.7119 -0.5058 0.1461
H 0.6982 -0.4036 -2.1549
H 1.6971 0.9538 -1.5827
H 1.4830 1.3435 0.7976
H -0.0841 0.9412 1.5290
H 0.2210 2.9351 -0.7607
H 0.2976 3.4184 0.9391
H -1.9423 3.7989 -0.0080
H -2.0143 2.6257 1.3109
H -1.7304 1.3822 -1.2352
H -2.6294 0.3698 2.8261
H -1.2562 -1.4061 3.9186
H -0.3790 -3.2666 2.5624
H -0.8665 -3.3825 0.1491
H -2.2340 -1.5852 -0.9151
*
```

Properties
HOMO energy in eV: -9.41
Gap between HOMO and LUMO in eV: 10.130
Energy above the lowest of the compared OMol25 structures with the same formula, charge and spin in eV: 1.040